<a>
{"formula": "H12O6", "method": "ωB97M-V/def2-TZVPD", "elements": ["O", "H", "H", "O", "H", "H", "O", "H", "H", "O", "H", "H", "O", "H", "H", "O", "H", "H"], "xyz": [[9.18827, -23.81460, 0.24234], [9.74490, -23.38774, -0.42671], [9.63618, -23.61670, 1.08181], [9.95520, -26.14727, -1.56556], [9.61881, -25.43148, -1.00871], [10.51220, -26.66948, -0.98199], [11.17660, -23.83431, 2.36737], [12.11715, -23.97067, 2.21530], [10.83958, -24.69899, 2.62937], [8.44409, -20.80778, 1.62386], [8.36639, -19.87966, 1.38357], [8.77416, -21.24779, 0.83183], [6.68970, -23.64489, -1.50939], [6.31918, -23.04901, -0.85171], [7.57237, -23.83944, -1.16925], [10.16340, -21.94028, -1.86581], [9.84150, -21.13984, -2.29243], [10.98911, -21.68472, -1.43923]], "total_charge": 0, "e_lumo_ev": 0.031, "homo_lumo_gap_ev": 10.823}



<b>
{"formula": "H12O6", "method": "ωB97M-V/def2-TZVPD", "elements": ["O", "H", "H", "O", "H", "H", "O", "H", "H", "O", "H", "H", "O", "H", "H", "O", "H", "H"], "xyz": [[-8.31378, 1.94525, 3.48662], [-8.02735, 1.10474, 3.37992], [-7.40855, 2.36001, 3.62949], [-0.96641, -5.51869, -3.71583], [-0.83544, -4.66316, -4.21242], [-0.54844, -6.29581, -4.35418], [-5.93401, 3.00629, 4.63651], [-6.17300, 2.73797, 5.49664], [-5.07335, 2.75618, 4.38990], [5.45838, 0.66782, -1.01821], [4.65371, 1.16062, -0.78059], [5.48291, -0.18977, -0.51806], [2.87532, 1.18861, -0.50294], [2.66715, 1.98288, -0.97465], [2.17999, 0.63172, -0.35129], [6.71722, -1.29667, -2.68034], [5.96335, -0.70764, -2.49753], [7.28231, -0.87036, -3.41305]], "total_charge": 0, "e_lumo_ev": 0.442, "homo_lumo_gap_ev": 11.259}



It is <b> that is the least stable of them.



<a>
{"formula": "H12O6", "method": "ωB97M-V/def2-TZVPD", "elements": ["O", "H", "H", "O", "H", "H", "O", "H", "H", "O", "H", "H", "O", "H", "H", "O", "H", "H"], "xyz": [[0.73483, -0.41576, 0.15683], [0.78737, -0.81783, 1.03123], [-0.14983, -0.03438, 0.12685], [1.95994, 3.51029, -1.12583], [2.66502, 3.07434, -0.63409], [2.12376, 4.44995, -0.98731], [1.48243, 0.55863, 2.01722], [2.15822, 0.98103, 1.47512], [1.82361, 0.63084, 2.91576], [-3.13739, -2.90417, -0.14142], [-2.49623, -2.97507, -0.85757], [-3.24689, -3.81110, 0.16595], [-4.98812, 2.01187, -0.33169], [-5.16736, 1.39831, 0.38970], [-4.15859, 1.69614, -0.70744], [2.91037, -2.66660, -1.00930], [3.22289, -2.66013, -1.92104], [3.47598, -2.02638, -0.56297]], "total_charge": 0, "e_lumo_ev": 0.315, "homo_lumo_gap_ev": 10.556}



<b>
{"formula": "H12O6", "method": "ωB97M-V/def2-TZVPD", "elements": ["O", "H", "H", "O", "H", "H", "O", "H", "H", "O", "H", "H", "O", "H", "H", "O", "H", "H"], "xyz": [[1.68045, 0.07379, 0.76155], [1.18437, -0.71962, 0.53047], [2.19848, 0.26488, -0.02847], [0.36977, -1.85460, -0.44134], [-0.03623, -1.57130, -1.26832], [-0.28215, -2.44768, -0.05114], [-3.42587, 0.43970, 2.89149], [-3.44714, 0.94871, 3.70969], [-2.48650, 0.30200, 2.72532], [-0.42886, 0.45453, 1.74151], [-0.74257, 1.30855, 2.05967], [-1.17572, 0.10014, 1.24594], [4.26848, 1.05918, -2.64409], [4.66836, 0.55785, -3.36365], [4.10247, 0.39869, -1.96205], [-2.05806, -0.15323, -2.01670], [-2.41609, 0.45737, -2.67090], [-1.97317, 0.38104, -1.21899]], "total_charge": 0, "e_lumo_ev": 0.230, "homo_lumo_gap_ev": 10.184}



It is <a> that is the least stable of them.



<a>
{"formula": "H12O6", "method": "ωB97M-V/def2-TZVPD", "elements": ["H", "H", "H", "H", "H", "H", "H", "H", "H", "H", "H", "H", "O", "O", "O", "O", "O", "O"], "xyz": [[-0.51968, -0.17691, -0.37827], [0.55168, 0.42440, 0.64978], [1.60862, 4.08320, 0.60399], [0.80870, 4.55635, -0.56822], [-1.13548, -3.87742, -1.90304], [-2.01542, -3.42023, -0.59368], [2.61592, -2.96709, 1.58294], [2.02032, -3.55832, 2.95257], [-1.57524, -1.67474, -2.22970], [-0.67706, -0.29066, -2.21564], [-0.75384, 3.84748, 0.41727], [-0.64194, 3.59253, 1.88440], [-0.41212, 0.11511, 0.50362], [1.02004, 3.77761, -0.14131], [-1.99722, -3.99847, -1.35525], [2.39151, -2.79018, 2.57409], [-1.10466, -0.96154, -2.78197], [-0.18414, 3.31886, 0.99843]], "total_charge": 0, "e_lumo_ev": 0.303, "homo_lumo_gap_ev": 8.462}



<b>
{"formula": "H12O6", "method": "ωB97M-V/def2-TZVPD", "elements": ["O", "H", "H", "O", "H", "H", "O", "H", "H", "O", "H", "H", "O", "H", "H", "O", "H", "H"], "xyz": [[-0.13454, 17.17673, -18.08829], [0.26990, 17.04496, -18.95931], [-0.75792, 16.44962, -17.99398], [1.31200, 16.51230, -20.60006], [2.07931, 16.49320, -20.00951], [1.27546, 15.62761, -20.98279], [-0.86642, 22.03698, -22.78435], [-0.94881, 21.12343, -23.13673], [-1.65243, 22.17468, -22.24607], [1.41135, 19.30249, -21.40821], [0.49501, 19.42742, -21.68322], [1.48687, 18.35440, -21.22031], [3.12421, 20.65063, -23.89588], [3.30349, 20.04911, -24.62564], [3.23706, 20.11678, -23.09842], [-0.54065, 19.46687, -23.65789], [-1.22190, 18.78323, -23.63108], [-0.03046, 19.27686, -24.45434]], "total_charge": 0, "e_lumo_ev": -0.065, "homo_lumo_gap_ev": 10.433}



<c>
{"formula": "H12O6", "method": "ωB97M-V/def2-TZVPD", "elements": ["O", "H", "H", "O", "H", "H", "O", "H", "H", "O", "H", "H", "O", "H", "H", "O", "H", "H"], "xyz": [[-1.05257, 0.93765, 2.26701], [-1.23783, 1.88586, 2.08693], [-0.05783, 0.83760, 2.02311], [2.43120, 0.92455, -0.71356], [1.81230, 0.64806, -1.35296], [2.91842, 1.61230, -1.24450], [-2.63689, -0.79825, 0.82797], [-2.48867, -1.64428, 1.32850], [-2.04737, -0.10653, 1.28152], [0.82161, -0.03265, -2.48322], [0.14390, -0.44721, -1.90379], [0.76940, -0.53511, -3.27541], [-1.19949, -1.50993, -1.35392], [-1.67499, -1.54584, -2.19080], [-1.86360, -1.37170, -0.55635], [1.60578, 0.47026, 1.65198], [1.81737, -0.35671, 1.16439], [2.15174, 1.09046, 1.06924]], "total_charge": 0, "e_lumo_ev": 0.636, "homo_lumo_gap_ev": 11.814}



<d>
{"formula": "H12O6", "method": "ωB97M-V/def2-TZVPD", "elements": ["O", "H", "H", "O", "H", "H", "O", "H", "H", "O", "H", "H", "O", "H", "H", "O", "H", "H"], "xyz": [[2.96799, -0.97258, 2.68947], [3.42959, -1.29776, 3.46820], [2.02860, -1.15146, 2.86224], [0.95650, -1.91670, -2.07412], [0.25430, -1.85377, -2.72866], [0.84967, -1.12180, -1.50710], [0.18107, -1.04766, 3.42815], [-0.26693, -1.75214, 3.91046], [-0.52224, -0.44180, 3.17145], [0.53875, 0.16171, -0.26104], [0.80980, 0.34664, 0.64491], [-0.05232, 0.89933, -0.50593], [-1.53500, 1.63268, -3.84009], [-2.35156, 1.12520, -3.87304], [-1.27156, 1.62599, -2.90110], [-1.67355, 1.78000, -0.98167], [-1.83959, 2.67711, -0.66298], [-2.50351, 1.30700, -0.83914]], "total_charge": 0, "e_lumo_ev": -0.203, "homo_lumo_gap_ev": 10.066}



It is <a> that is the least stable of them.



<a>
{"formula": "H12O6", "method": "ωB97M-V/def2-TZVPD", "elements": ["O", "H", "H", "O", "H", "H", "O", "H", "H", "O", "H", "H", "O", "H", "H", "O", "H", "H"], "xyz": [[-0.27671, 3.36816, 2.61664], [0.52707, 3.96929, 2.63300], [-1.06768, 3.84999, 2.72640], [-1.36012, -2.16156, 0.35572], [-2.21898, -2.03559, -0.27847], [-1.52442, -2.92701, 0.94071], [2.44767, 2.74915, 2.42341], [3.09961, 2.06406, 2.37214], [1.75042, 2.11385, 2.92129], [-0.63843, -4.85025, 0.54092], [-0.33902, -4.77154, -0.39818], [0.04047, -4.91809, 1.08960], [0.70848, -1.47096, -6.14666], [0.02014, -1.96846, -5.79129], [0.23823, -0.66074, -6.53721], [-0.52124, 2.82060, -0.27111], [0.04501, 2.85328, 0.63202], [-0.93050, 1.97580, 0.17106]], "total_charge": 0, "e_lumo_ev": 0.560, "homo_lumo_gap_ev": 11.118}



<b>
{"formula": "H12O6", "method": "ωB97M-V/def2-TZVPD", "elements": ["O", "H", "H", "O", "H", "H", "O", "H", "H", "O", "H", "H", "O", "H", "H", "O", "H", "H"], "xyz": [[1.46413, -0.21638, -1.18788], [1.41464, -0.05315, -2.13144], [0.90123, -0.96172, -0.96244], [0.54075, 2.02073, 0.31879], [1.13672, 1.26157, 0.36671], [0.74757, 2.51983, 1.11753], [1.95132, -1.72209, 1.40852], [2.51488, -0.98000, 1.18023], [2.45467, -2.53667, 1.35606], [-2.72205, -0.01283, 1.27838], [-3.10659, 0.55055, 0.59509], [-1.81037, 0.30980, 1.29330], [-0.60108, -2.23852, -0.26158], [-0.13330, -2.22991, 0.58488], [-1.49111, -2.56786, -0.11504], [-1.34163, 2.02910, -1.73456], [-0.58736, 1.86661, -1.14635], [-1.33244, 2.96093, -1.96021]], "total_charge": 0, "e_lumo_ev": 0.312, "homo_lumo_gap_ev": 11.091}



<c>
{"formula": "H12O6", "method": "ωB97M-V/def2-TZVPD", "elements": ["O", "H", "H", "O", "H", "H", "O", "H", "H", "O", "H", "H", "O", "H", "H", "O", "H", "H"], "xyz": [[0.27246, 1.57557, 1.61063], [-0.47193, 1.45863, 1.02034], [0.02784, 2.31965, 2.16085], [1.79853, -0.70031, 0.84878], [2.43275, -1.10169, 0.25473], [1.96013, 0.24007, 0.77262], [-0.71259, -0.71389, -0.21271], [0.07035, -0.63517, 0.33231], [-0.57566, -0.08549, -0.92164], [-1.13187, 0.35120, -3.13325], [-1.69983, -0.05629, -2.47934], [-1.73475, 0.71222, -3.78320], [-0.97749, -2.51141, 2.25353], [-1.47871, -2.34675, 3.05222], [-0.60407, -1.66025, 2.02478], [0.56711, 0.96984, -1.34207], [1.27634, 1.09918, -1.97174], [0.98146, 1.08492, -0.48691]], "total_charge": 0, "e_lumo_ev": 0.289, "homo_lumo_gap_ev": 10.699}



It is <a> that is the least stable of them.



<a>
{"formula": "H12O6", "method": "ωB97M-V/def2-TZVPD", "elements": ["O", "H", "H", "O", "H", "H", "O", "H", "H", "O", "H", "H", "O", "H", "H", "O", "H", "H"], "xyz": [[11.80518, -6.80869, -12.23353], [12.65404, -6.42710, -11.98688], [11.20984, -6.05779, -12.32077], [15.31634, -3.48142, -16.87343], [14.44971, -3.66082, -16.48708], [15.90013, -3.36992, -16.11888], [13.07761, -4.00689, -15.01847], [12.24074, -3.84367, -15.46936], [13.05171, -3.44368, -14.23841], [10.20309, -9.40778, -12.36610], [10.95879, -8.82668, -12.50697], [9.65618, -8.93683, -11.73205], [15.16697, -8.77576, -15.69311], [14.54444, -8.07707, -15.42986], [14.66937, -9.59092, -15.59369], [13.07571, -7.03342, -15.01595], [13.10012, -6.08212, -15.18209], [12.33509, -7.16656, -14.41336]], "total_charge": 0, "e_lumo_ev": -0.480, "homo_lumo_gap_ev": 9.926}



<b>
{"formula": "H12O6", "method": "ωB97M-V/def2-TZVPD", "elements": ["O", "H", "H", "O", "H", "H", "O", "H", "H", "O", "H", "H", "O", "H", "H", "O", "H", "H"], "xyz": [[-48.45911, -28.78328, 27.82929], [-47.65023, -29.42440, 28.11789], [-49.24836, -29.09596, 28.27324], [-54.48558, -31.46636, 29.03089], [-55.18786, -31.47816, 29.60997], [-54.25424, -30.44501, 29.17816], [-52.00949, -26.93884, 26.90812], [-52.55114, -26.47623, 26.15882], [-51.32757, -27.26649, 26.54803], [-52.24536, -28.35560, 31.57115], [-51.63994, -29.27157, 31.60493], [-52.40540, -28.37975, 30.67094], [-52.80343, -29.13340, 28.74860], [-52.64660, -28.36674, 28.13278], [-52.17286, -29.63724, 28.20805], [-50.69689, -30.62558, 27.94991], [-51.14276, -30.52307, 27.19668], [-50.06046, -31.26328, 27.70516]], "total_charge": 0, "e_lumo_ev": 0.023, "homo_lumo_gap_ev": 10.750}



It is <b> that is the least stable of them.



<a>
{"formula": "C4H12", "method": "ωB97M-V/def2-TZVPD", "elements": ["C", "C", "H", "H", "H", "H", "H", "H", "C", "C", "H", "H", "H", "H", "H", "H"], "xyz": [[0.43198, -0.56371, -2.06533], [1.04947, -1.02396, -0.81429], [-0.11756, 0.37123, -1.86771], [1.19652, -0.32364, -2.82990], [-0.30379, -1.28777, -2.38632], [1.29651, -2.08177, -0.79511], [0.39956, -0.85685, 0.13222], [1.89481, -0.41090, -0.42488], [-0.29713, 1.36541, 1.43581], [-1.21617, 0.20765, 1.38460], [-0.27899, 1.93916, 0.50930], [-0.46538, 2.05579, 2.27628], [0.76433, 1.09162, 1.62164], [-2.05319, 0.30558, 2.10514], [-0.71148, -0.74507, 1.72501], [-1.66768, 0.05412, 0.41011]], "total_charge": 1, "e_lumo_ev": [-2.908, -11.174], "homo_lumo_gap_ev": [14.027, 4.807], "multiplicity": 2}



<b>
{"formula": "C4H12", "method": "ωB97M-V/def2-TZVPD", "elements": ["C", "C", "H", "H", "H", "H", "H", "H", "C", "C", "H", "H", "H", "H", "H", "H"], "xyz": [[-0.82005, -1.50035, -0.59752], [-2.19328, -1.91040, -0.28702], [-0.73345, -0.41231, -0.79846], [-0.00487, -1.75432, 0.12069], [-0.26234, -1.95842, -1.45553], [-2.62010, -1.30012, 0.53490], [-2.88049, -1.73868, -1.12091], [-2.24848, -2.92524, 0.10720], [1.77611, 1.96571, 1.05483], [1.13200, 1.40413, -0.19282], [2.60474, 2.61889, 0.71641], [1.04073, 2.58738, 1.57277], [2.26915, 1.33966, 1.80807], [1.70648, 1.55678, -1.10664], [0.11636, 1.75531, -0.34838], [1.11749, 0.27199, -0.00759]], "total_charge": 1, "e_lumo_ev": [-2.866, -11.138], "homo_lumo_gap_ev": [13.919, 4.142], "multiplicity": 2}



<c>
{"formula": "C4H12", "method": "ωB97M-V/def2-TZVPD", "elements": ["C", "C", "H", "H", "H", "H", "H", "H", "C", "C", "H", "H", "H", "H", "H", "H"], "xyz": [[-0.08261, -1.78831, -1.40529], [0.81037, -2.01406, -0.19444], [-0.96525, -2.44446, -1.38727], [-0.42573, -0.76410, -1.48310], [0.37791, -2.15523, -2.32741], [1.14133, -1.03392, 0.22722], [1.77579, -2.47062, -0.44871], [0.31570, -2.70659, 0.48248], [-0.36801, 1.37203, 0.31857], [-0.45754, 2.53694, 1.24431], [-1.31854, 1.14742, -0.15729], [0.54892, 1.39465, -0.28941], [-0.01627, 0.42058, 0.86482], [0.56306, 2.90964, 1.32982], [-0.86882, 2.17963, 2.23918], [-1.03031, 3.41639, 0.98653]], "total_charge": 1, "e_lumo_ev": [-3.133, -11.340], "homo_lumo_gap_ev": [12.953, 4.247], "multiplicity": 2}



It is <c> that is the least stable of them.